A molecular structure, CH2ClPS. Source: the Open Molecules 2025 dataset; level of theory: wB97M-V/def2-TZVPD.

```
6
Properties=species:S:1:pos:R:3:forces:R:3
C 1.1777 -0.0549 0.0836 0.50 -1.60 -0.90
P -0.4637 -0.2723 -0.2447 1.93 -0.22 0.22
S -3.0772 -1.0019 -0.0125 0.26 -0.31 -0.04
Cl -1.2662 1.5244 -0.0226 -0.38 1.38 0.31
H 1.8342 0.7762 0.4533 -1.23 -0.59 -0.47
H 1.7952 -0.9714 -0.2571 -1.09 1.33 0.88
```
Positions in Å, forces in eV/Å.

HOMO (spin up / spin down) = -9.54 / -9.53 eV
LUMO level (spin up / spin down) = -2.49 / -2.39 eV
E = -33712.25616 eV
Relative energy (zero: lowest compared OMol25 entry of this formula, charge and spin) = 89.18 kcal per mole
HOMO-LUMO gap (spin up / spin down) = 7.053 / 7.145 eV